The following is a DFT calculation (ωB97M-V/def2-TZVPD) of 17 unconnected molecules or ions with the total composition C98H140B8F32N15O3 at a distorted geometry.

Geometry as XYZ:
```
296
Properties=species:S:1:pos:R:3
C 17.45 29.84 27.34
N 16.86 28.53 27.48
C 16.20 27.95 26.45
C 15.58 26.75 26.65
C 15.57 26.11 27.90
C 16.32 26.71 28.95
C 17.00 27.89 28.64
C 14.77 24.91 28.22
C 13.38 24.89 28.05
C 12.75 23.76 28.54
N 13.37 22.78 29.26
C 14.70 22.85 29.43
C 15.42 23.84 28.83
C 12.47 21.80 30.00
H 18.53 29.78 27.53
H 17.01 30.57 28.00
H 17.33 30.16 26.29
H 16.20 28.46 25.53
H 15.18 26.27 25.78
H 16.37 26.34 29.97
H 17.68 28.39 29.39
H 12.85 25.73 27.58
H 11.70 23.66 28.45
H 15.22 22.09 30.04
H 16.51 23.80 28.93
H 12.23 22.23 30.97
H 13.04 20.90 30.12
H 11.50 21.70 29.51
C 16.89 22.18 13.31
N 16.83 23.12 14.43
C 17.32 22.80 15.67
C 17.15 23.61 16.75
C 16.48 24.85 16.61
C 15.99 25.19 15.35
C 16.19 24.31 14.30
C 16.26 25.74 17.75
C 15.29 26.76 17.63
C 14.93 27.55 18.69
N 15.65 27.51 19.84
C 16.59 26.56 19.95
C 16.90 25.59 18.95
C 15.39 28.43 20.90
H 17.52 21.40 13.70
H 17.42 22.57 12.42
H 15.95 21.76 12.96
H 17.91 21.91 15.73
H 17.62 23.20 17.67
H 15.52 26.14 15.19
H 15.92 24.62 13.31
H 14.71 26.93 16.74
H 14.19 28.31 18.49
H 17.14 26.50 20.90
H 17.49 24.74 19.26
H 15.06 29.39 20.45
H 16.31 28.48 21.46
H 14.61 28.02 21.56
C 20.01 20.82 30.73
N 20.59 19.65 31.38
C 20.04 18.46 31.00
C 20.40 17.33 31.66
C 21.26 17.43 32.78
C 21.86 18.62 33.09
C 21.49 19.73 32.37
C 21.69 16.20 33.46
C 20.84 15.10 33.74
C 21.37 14.00 34.42
N 22.71 14.01 34.67
C 23.55 14.97 34.28
C 23.07 16.10 33.68
C 23.35 12.74 35.16
H 19.94 21.66 31.44
H 19.00 20.67 30.36
H 20.64 21.10 29.89
H 19.39 18.52 30.12
H 19.98 16.37 31.28
H 22.53 18.75 33.93
H 21.90 20.71 32.60
H 19.79 15.11 33.55
H 20.74 13.14 34.74
H 24.59 14.81 34.57
H 23.88 16.83 33.48
H 24.41 12.75 34.93
H 22.93 11.87 34.64
H 23.04 12.57 36.22
C 11.58 22.99 22.35
N 11.24 22.77 20.93
C 10.30 21.88 20.48
C 9.96 21.72 19.19
C 10.60 22.55 18.28
C 11.63 23.38 18.67
C 12.00 23.47 19.99
C 10.07 22.49 16.89
C 9.88 23.68 16.25
C 9.32 23.68 14.96
N 8.73 22.62 14.43
C 8.80 21.45 15.06
C 9.54 21.34 16.23
C 7.99 22.75 13.16
H 12.65 22.84 22.45
H 11.03 22.23 22.89
H 11.26 23.97 22.68
H 9.77 21.40 21.28
H 9.21 21.00 18.90
H 12.24 23.89 17.94
H 12.72 24.15 20.35
H 10.20 24.60 16.69
H 9.22 24.54 14.31
H 8.34 20.58 14.67
H 9.61 20.40 16.75
H 7.10 23.28 13.35
H 7.70 21.77 12.81
H 8.53 23.28 12.39
C 25.69 22.15 28.18
N 24.98 23.05 27.29
C 24.80 22.48 26.04
C 24.15 23.27 25.09
C 23.66 24.61 25.41
C 23.89 25.09 26.71
C 24.59 24.29 27.61
C 22.94 25.34 24.37
C 22.96 26.71 24.39
C 22.42 27.36 23.30
N 21.85 26.75 22.27
C 21.79 25.40 22.31
C 22.29 24.67 23.36
C 21.38 27.53 21.17
H 25.63 22.59 29.18
H 26.71 22.05 27.83
H 25.12 21.23 28.31
H 25.29 21.54 25.77
H 24.12 22.90 24.05
H 23.43 25.96 27.10
H 24.79 24.54 28.66
H 23.49 27.35 25.09
H 22.53 28.44 23.23
H 21.34 24.96 21.47
H 22.26 23.60 23.24
H 22.20 27.45 20.41
H 21.43 28.60 21.44
H 20.35 27.28 20.89
C 17.32 22.54 22.93
N 18.14 23.25 23.94
C 19.07 22.58 24.62
C 19.64 23.14 25.75
C 19.27 24.43 26.09
C 18.41 25.14 25.26
C 17.81 24.51 24.18
C 19.68 24.98 27.36
C 19.68 24.16 28.48
C 20.25 24.62 29.65
N 20.82 25.86 29.70
C 20.63 26.72 28.69
C 20.12 26.27 27.49
C 21.63 26.17 30.82
H 16.55 22.02 23.44
H 17.89 21.88 22.27
H 16.95 23.36 22.31
H 19.25 21.54 24.36
H 20.28 22.41 26.27
H 18.23 26.21 25.35
H 17.12 24.97 23.49
H 19.38 23.11 28.48
H 20.31 24.01 30.55
H 20.98 27.73 28.75
H 20.13 26.98 26.69
H 22.18 27.09 30.64
H 22.34 25.34 30.83
H 21.06 26.17 31.74
C 20.82 23.91 36.31
C 20.20 24.84 35.23
C 18.79 25.26 35.47
C 18.75 26.16 36.72
C 19.64 27.43 36.65
C 21.06 27.22 36.20
N 21.04 26.18 35.05
O 21.78 26.42 34.10
C 21.89 26.70 37.42
C 21.73 28.48 35.60
C 20.29 24.19 33.87
H 21.90 24.02 36.18
H 20.62 22.94 35.87
H 20.61 23.92 37.38
H 18.18 24.36 35.71
H 18.36 25.75 34.57
H 18.82 25.55 37.66
H 17.73 26.50 36.63
H 19.50 27.94 37.61
H 19.16 28.12 35.93
H 22.76 26.14 37.12
H 21.26 26.27 38.21
H 22.43 27.52 37.85
H 22.79 28.30 35.36
H 21.71 29.30 36.27
H 21.24 28.79 34.67
H 19.62 23.36 33.77
H 21.29 23.84 33.61
H 19.84 24.90 33.15
C 23.71 31.88 31.10
C 22.62 31.05 31.81
C 22.42 31.41 33.22
C 21.94 32.83 33.44
C 20.50 32.97 32.87
C 20.44 32.78 31.39
N 21.30 31.37 30.95
O 20.95 30.81 30.09
C 20.99 33.90 30.49
C 19.01 32.39 30.98
C 22.91 29.56 31.65
H 23.49 32.97 31.23
H 23.89 31.70 30.04
H 24.66 31.68 31.62
H 23.44 31.50 33.64
H 21.90 30.62 33.79
H 22.64 33.53 33.03
H 21.89 33.11 34.53
H 20.00 33.96 33.08
H 19.93 32.14 33.33
H 21.96 34.31 30.75
H 20.25 34.69 30.57
H 21.16 33.58 29.44
H 18.35 32.85 31.79
H 18.78 31.30 31.09
H 18.66 32.74 30.02
H 22.36 28.96 32.45
H 24.00 29.41 31.69
H 22.61 29.20 30.64
C 18.10 17.33 23.64
C 17.22 18.56 23.86
N 15.80 18.25 24.25
C 15.68 17.49 25.58
C 14.92 19.56 24.40
C 15.36 20.45 25.55
C 15.12 17.29 23.23
C 15.15 17.72 21.74
O 14.55 19.00 21.57
C 14.23 19.29 20.20
H 17.78 16.81 22.73
H 18.07 16.60 24.48
H 19.17 17.54 23.53
H 17.16 19.16 22.93
H 17.72 19.20 24.60
H 16.19 18.18 26.28
H 15.99 16.44 25.42
H 14.61 17.52 25.81
H 13.88 19.31 24.55
H 15.08 20.07 23.47
H 14.74 21.34 25.54
H 16.36 20.80 25.57
H 15.20 19.96 26.54
H 14.08 17.28 23.56
H 15.66 16.36 23.49
H 14.62 16.97 21.16
H 16.19 17.63 21.45
H 15.08 19.07 19.54
H 13.95 20.31 20.16
H 13.40 18.77 19.73
B 19.12 23.21 20.49
F 19.89 23.65 19.37
F 18.41 24.37 21.09
F 18.10 22.37 19.98
F 20.00 22.63 21.47
B 23.28 22.47 30.30
F 22.27 22.32 31.28
F 24.29 23.42 30.68
F 23.77 21.16 29.92
F 22.69 23.02 29.01
B 19.16 28.48 32.35
F 17.70 28.76 32.38
F 19.96 29.50 32.94
F 19.46 27.25 33.06
F 19.56 28.32 30.97
B 22.01 29.28 27.21
F 22.40 28.96 25.79
F 22.66 28.42 28.16
F 22.43 30.54 27.56
F 20.57 29.17 27.44
B 17.65 22.53 32.07
F 18.37 22.77 30.83
F 18.58 21.82 32.95
F 17.37 23.73 32.69
F 16.56 21.64 31.81
B 14.36 24.85 22.64
F 14.00 23.80 23.58
F 15.05 25.86 23.24
F 15.06 24.33 21.45
F 13.11 25.45 22.15
B 18.36 28.20 23.17
F 18.72 28.30 24.58
F 16.93 28.38 23.18
F 19.04 29.22 22.34
F 18.63 26.85 22.68
B 18.26 20.20 27.45
F 17.97 21.57 27.75
F 19.41 19.84 28.20
F 17.21 19.34 27.83
F 18.58 20.04 26.04
```

Its frontier orbital gap is 6.112 eV. As for the HOMO energy: -18.95 eV. As for the net charge: +7. For the energy, the calculation gives -224739.0877 eV.